No. 1
DFT (ωB97M-V with the def2-TZVPD basis set) results for a 2-piece molecular cluster, C9H10F2N2O4S overall in a non-equilibrium geometry.

Values from the calculation:
- HOMO level (eV) = -9.4
- SMILES = O=S(=O)(F)N(F)c1ccncc1.O=C1CCCO1
- calculated total energy (hartree) = -1357.093376
- charge = 0

Cartesian coordinates (Å):
O (2.71, 3.50, -0.16)
S (3.32, 2.14, -0.25)
O (3.62, 1.58, 1.13)
F (4.83, 2.28, -1.00)
N (2.39, 1.00, -1.22)
F (3.03, 0.87, -2.42)
C (1.06, 1.59, -1.48)
C (-0.23, 1.22, -0.69)
C (-1.62, 1.84, -0.90)
N (-1.82, 2.85, -1.88)
C (-0.68, 3.20, -2.64)
C (0.77, 2.69, -2.58)
H (-0.13, 0.42, 0.14)
H (-2.49, 1.52, -0.24)
H (-0.86, 4.02, -3.43)
H (1.63, 3.07, -3.24)
O (-0.14, -0.47, 1.74)
C (-0.67, -1.54, 1.62)
C (-1.29, -2.35, 2.73)
C (-1.44, -3.71, 2.09)
C (-1.61, -3.37, 0.63)
O (-0.84, -2.18, 0.43)
H (-2.26, -1.91, 2.99)
H (-0.64, -2.38, 3.60)
H (-2.26, -4.30, 2.49)
H (-0.51, -4.28, 2.23)
H (-2.65, -3.16, 0.37)
H (-1.23, -4.16, -0.02)

No. 2
DFT (ωB97M-V with the def2-TZVPD basis set) results for C9H10F5NTi as an isolated structure in a non-equilibrium geometry.

Values from the calculation:
- energy above the lowest of the compared OMol25 structures with the same formula, charge and spin (eV) = 0.000
- HOMO level (eV) = -8.7
- calculated total energy (hartree) = -1752.445249
- charge = 0

Cartesian coordinates (Å):
C (0.21, -2.32, 0.54)
C (-0.62, -2.31, -0.64)
C (-1.87, -1.67, -0.31)
C (-1.80, -1.27, 1.08)
C (-0.51, -1.66, 1.59)
Ti (-0.15, -0.18, -0.06)
N (1.80, 0.12, 0.19)
C (2.31, 0.23, -1.12)
C (1.00, -0.04, -1.94)
H (-2.72, -1.55, -0.97)
H (-0.36, -2.73, -1.61)
H (-2.61, -0.83, 1.65)
H (-0.18, -1.54, 2.62)
H (1.19, -2.79, 0.63)
H (1.04, -0.99, -2.48)
H (3.10, -0.49, -1.36)
H (2.44, 0.33, 0.95)
H (0.74, 0.79, -2.61)
H (2.72, 1.23, -1.33)
F (-2.43, 1.72, 0.26)
C (-1.05, 1.85, 0.06)
F (-0.87, 2.57, -1.11)
C (-0.48, 2.67, 1.22)
F (-1.24, 3.77, 1.41)
F (-0.45, 1.98, 2.40)
F (0.79, 3.09, 0.94)

No. 3
DFT (ωB97M-V with the def2-TZVPD basis set) results for C9H10F9Na4O15S3 as an isolated structure in a non-equilibrium geometry.

Values from the calculation:
- HOMO level (eV) = -12.2
- calculated total energy (hartree) = -4220.215198
- charge = +1

Cartesian coordinates (Å):
Na (-3.81, -2.16, 1.83)
Na (-4.94, -1.61, -2.45)
Na (1.50, -3.53, -2.54)
Na (-0.75, -4.90, 1.28)
C (-4.33, 2.33, 0.38)
F (-4.77, 2.59, 1.61)
F (-4.64, 3.35, -0.41)
F (-3.01, 2.18, 0.43)
S (-5.11, 0.79, -0.29)
O (-4.71, -0.23, 0.68)
O (-6.53, 1.01, -0.36)
O (-4.52, 0.60, -1.62)
C (0.47, -1.25, 4.07)
F (0.17, -0.27, 4.92)
F (0.83, -0.70, 2.91)
F (1.45, -1.96, 4.62)
S (-1.02, -2.33, 3.86)
O (-1.99, -1.52, 3.12)
O (-0.54, -3.45, 3.04)
O (-1.42, -2.65, 5.19)
C (-0.99, -0.68, -0.25)
F (-1.79, -0.20, 0.67)
F (-0.92, 0.13, -1.30)
F (0.23, -0.85, 0.27)
S (-1.60, -2.32, -0.83)
O (-1.98, -3.07, 0.37)
O (-2.69, -2.02, -1.73)
O (-0.40, -2.84, -1.49)
C (1.43, 2.40, -0.34)
C (2.22, 3.70, -0.53)
O (3.42, 3.44, 0.19)
C (3.25, 2.37, 1.01)
O (4.01, 2.09, 1.87)
O (2.07, 1.77, 0.76)
H (1.53, 1.76, -1.22)
H (0.38, 2.59, -0.15)
H (1.76, 4.65, -0.25)
H (2.46, 3.80, -1.59)
C (3.35, -0.95, 0.09)
O (3.26, 0.01, -0.96)
C (2.99, -0.34, -2.20)
O (2.78, -1.47, -2.61)
O (2.99, 0.75, -2.94)
C (2.54, 0.64, -4.29)
H (2.39, -1.41, 0.31)
H (3.69, -0.41, 0.97)
H (4.01, -1.77, -0.19)
H (2.85, -0.27, -4.78)
H (2.95, 1.46, -4.87)
H (1.45, 0.73, -4.25)

No. 4
DFT (ωB97M-V with the def2-TZVPD basis set) results for one molecule with the formula C9H10FN5 in a non-equilibrium geometry.

Values from the calculation:
- energy above the lowest of the compared OMol25 structures with the same formula, charge and spin (eV) = 2.415
- HOMO level (eV) = -9.1
- SMILES = Cn1nnnc1NCc1ccccc1F
- calculated total energy (hartree) = -722.440967
- charge = 0

Cartesian coordinates (Å):
C (-3.57, 1.29, 1.22)
N (-3.44, 0.20, 0.13)
N (-4.55, -0.32, -0.41)
N (-4.10, -1.29, -1.16)
N (-2.81, -1.46, -1.00)
C (-2.39, -0.60, -0.12)
N (-1.04, -0.27, 0.30)
C (0.08, -1.01, -0.23)
C (1.55, -0.38, -0.38)
C (1.79, 0.98, -0.76)
C (3.22, 1.34, -0.96)
C (4.16, 0.44, -0.42)
C (3.85, -0.72, 0.29)
C (2.62, -1.09, 0.12)
F (2.27, -2.35, 0.73)
H (-2.96, 2.23, 0.93)
H (-3.36, 1.05, 2.23)
H (-4.70, 1.50, 0.87)
H (-0.86, 0.36, 1.03)
H (0.19, -1.98, 0.29)
H (-0.25, -1.28, -1.19)
H (0.84, 1.46, -1.10)
H (3.73, 2.36, -1.17)
H (5.17, 0.91, 0.08)
H (4.55, -1.37, 0.69)

No. 5
DFT (ωB97M-V with the def2-TZVPD basis set) results for an isolated ion of composition C9H10IN2O and charge +1 in a non-equilibrium geometry.

Values from the calculation:
- energy above the lowest of the compared OMol25 structures with the same formula, charge and spin (eV) = 1.241
- HOMO level (eV) = -13.1
- SMILES = Cc1ccc2c(c1)[C@@]([NH3+])(I)NC2=O
- calculated total energy (hartree) = -831.102516
- charge = +1

Cartesian coordinates (Å):
C (2.39, 2.18, -0.95)
C (1.47, 1.04, -0.76)
C (1.85, -0.15, -1.35)
C (1.15, -1.36, -1.21)
C (-0.03, -1.32, -0.44)
C (-0.44, -0.07, 0.11)
C (0.30, 1.14, 0.02)
C (-1.79, -0.19, 0.72)
N (-1.76, -0.04, 2.24)
I (-3.31, 1.07, -0.32)
N (-2.02, -1.77, 0.54)
C (-1.00, -2.37, -0.24)
O (-1.07, -3.59, -0.51)
H (3.48, 2.00, -0.70)
H (2.35, 2.43, -1.94)
H (2.16, 2.98, -0.29)
H (2.83, -0.11, -1.93)
H (1.71, -2.16, -1.66)
H (-0.22, 2.09, 0.47)
H (-0.76, 0.32, 2.48)
H (-2.01, -0.97, 2.74)
H (-2.32, 0.90, 2.58)
H (-2.94, -2.04, 0.40)

No. 6
DFT (ωB97M-V with the def2-TZVPD basis set) results for an isolated ion of composition C9H10IN2O and charge +1 in a non-equilibrium geometry.

Values from the calculation:
- ⟨S²⟩ = 2.029
- HOMO level (spin up / spin down) (eV) = -10.3 / -13.3
- spin multiplicity = 3
- calculated total energy (hartree) = -831.002431
- charge = +1

Cartesian coordinates (Å):
C (1.40, 0.77, 0.85)
C (2.01, -0.47, 0.77)
C (0.13, -1.46, -0.43)
C (0.15, 0.95, 0.28)
C (-0.52, -0.18, -0.29)
C (1.40, -1.57, 0.09)
C (-0.56, 2.24, 0.30)
C (-1.92, 0.26, -0.66)
C (2.18, -2.86, 0.02)
N (-1.77, 2.11, 0.88)
N (-2.17, 1.16, -1.65)
O (-0.27, 3.17, -0.37)
I (-3.56, -0.77, 0.17)
H (2.14, 1.49, 1.10)
H (3.01, -0.66, 1.10)
H (-0.48, -2.16, -0.94)
H (2.85, -2.72, -0.95)
H (2.96, -2.85, 0.86)
H (1.57, -3.75, 0.01)
H (-1.76, 1.31, 1.49)
H (-1.44, 1.45, -2.20)
H (-2.31, 2.88, 1.27)
H (-3.04, 1.64, -1.70)

No. 7
DFT (ωB97M-V with the def2-TZVPD basis set) results for a 2-piece molecular cluster, C9H10IP overall in a non-equilibrium geometry.

Values from the calculation:
- energy above the lowest of the compared OMol25 structures with the same formula, charge and spin (eV) = 3.769
- HOMO level (eV) = -7.1
- calculated total energy (hartree) = -987.798920
- charge = 0

Cartesian coordinates (Å):
C (-0.07, -3.96, 0.51)
C (-0.26, -3.54, -0.81)
C (0.61, -3.08, 1.34)
C (0.55, -2.53, -1.32)
C (1.35, -1.98, 0.84)
C (1.43, -1.79, -0.53)
C (0.25, 2.72, -0.51)
C (-0.06, 1.51, -0.19)
C (-0.56, 3.99, -0.18)
P (2.24, -0.39, -1.45)
I (3.89, 0.28, 0.22)
H (-0.60, -4.76, 1.05)
H (-0.85, -3.91, -1.58)
H (0.60, -3.30, 2.36)
H (0.30, -2.47, -2.38)
H (1.84, -1.29, 1.45)
H (1.17, 3.13, -0.93)
H (-0.87, 0.82, 0.02)
H (0.10, 4.64, 0.26)
H (-0.97, 4.30, -1.02)
H (-1.17, 3.71, 0.66)

No. 8
DFT (ωB97M-V with the def2-TZVPD basis set) results for C9H10N as an isolated structure in a non-equilibrium geometry.

Values from the calculation:
- energy above the lowest of the compared OMol25 structures with the same formula, charge and spin (eV) = 8.869
- HOMO level (spin up / spin down) (eV) = -12.9 / -12.9
- calculated total energy (hartree) = -403.114820
- charge = +1

Cartesian coordinates (Å):
C (-0.70, 0.60, -1.47)
C (0.59, 0.10, -1.70)
C (0.90, -1.89, -0.20)
C (1.07, -2.93, 0.77)
C (2.21, -2.50, -0.11)
C (-1.44, 0.85, 0.50)
C (-1.10, -0.37, -0.43)
C (-1.09, 1.78, -0.74)
C (-1.30, 3.21, -1.02)
N (0.20, -0.99, -0.75)
H (1.06, -2.67, 1.97)
H (0.67, -3.91, 0.63)
H (2.61, -3.14, -0.85)
H (3.06, -1.92, 0.38)
H (-2.58, 1.04, 0.76)
H (-0.90, 0.88, 1.40)
H (-1.82, -1.13, -0.46)
H (-1.58, 3.28, -2.14)
H (-0.40, 3.93, -0.81)
H (-2.04, 3.69, -0.47)

> Which value of charge does entry 4 give?

0

Please write out number 4 again, unchanged.
DFT (ωB97M-V with the def2-TZVPD basis set) results for one molecule with the formula C9H10FN5 in a non-equilibrium geometry.

Values from the calculation:
- energy above the lowest of the compared OMol25 structures with the same formula, charge and spin (eV) = 2.415
- HOMO level (eV) = -9.1
- SMILES = Cn1nnnc1NCc1ccccc1F
- calculated total energy (hartree) = -722.440967
- charge = 0

Cartesian coordinates (Å):
C (-3.57, 1.29, 1.22)
N (-3.44, 0.20, 0.13)
N (-4.55, -0.32, -0.41)
N (-4.10, -1.29, -1.16)
N (-2.81, -1.46, -1.00)
C (-2.39, -0.60, -0.12)
N (-1.04, -0.27, 0.30)
C (0.08, -1.01, -0.23)
C (1.55, -0.38, -0.38)
C (1.79, 0.98, -0.76)
C (3.22, 1.34, -0.96)
C (4.16, 0.44, -0.42)
C (3.85, -0.72, 0.29)
C (2.62, -1.09, 0.12)
F (2.27, -2.35, 0.73)
H (-2.96, 2.23, 0.93)
H (-3.36, 1.05, 2.23)
H (-4.70, 1.50, 0.87)
H (-0.86, 0.36, 1.03)
H (0.19, -1.98, 0.29)
H (-0.25, -1.28, -1.19)
H (0.84, 1.46, -1.10)
H (3.73, 2.36, -1.17)
H (5.17, 0.91, 0.08)
H (4.55, -1.37, 0.69)